Record 1
{
  "formula": "C2H7NO2Si",
  "method": "ωB97M-V/def2-TZVPD",
  "symbols": ["C", "C", "N", "O", "O", "Si", "H", "H", "H", "H", "H", "H", "H"],
  "xyz": [[0.216818, -1.440351, -0.586397], [-0.437674, 1.315304, 0.827134], [3.446275, -0.578740, -0.598397], [2.301162, 0.382134, 0.413384], [4.479526, -0.143605, -0.588452], [0.777166, -0.172504, 0.738361], [-0.107434, -2.396292, -0.284083], [-0.603589, -0.888792, -1.181651], [1.146793, -1.724116, -1.141687], [-0.932733, 1.344776, 1.863385], [0.138904, 2.154215, 0.864134], [-1.036533, 1.450435, -0.033872], [1.043625, -0.706361, 2.043516]],
  "forces_ev_per_a": [[0.5, 1.9, -0.7], [-0.2, -2.6, 2.3], [-0.8, 0.9, 0.9], [2.1, -0.5, -1.8], [-1.2, 0.1, 0.4], [-0.5, 0.2, -0.8], [-0.9, -0.9, 0.8], [1.5, -1.2, 0.4], [-0.9, 0.7, -0.2], [0.0, -0.3, -1.8], [2.0, 2.5, 0.0], [-1.2, -0.2, -0.6], [-0.5, -0.6, 1.0]],
  "relative_energy_ev": 4.265,
  "total_charge": 0,
  "lumo_ev": -1.0017,
  "homo_lumo_gap_ev": 8.913,
  "e_tot_ha": -575.03932
}


Record 2
{
  "formula": "C42H65FeN2O2PSSe",
  "method": "ωB97M-V/def2-TZVPD",
  "symbols": ["Fe", "C", "C", "C", "C", "C", "C", "C", "Se", "C", "C", "C", "C", "C", "C", "O", "C", "C", "C", "C", "C", "C", "C", "C", "C", "O", "C", "C", "C", "C", "C", "C", "H", "H", "H", "H", "H", "H", "H", "H", "H", "H", "H", "H", "H", "H", "H", "H", "H", "H", "H", "H", "H", "H", "H", "H", "H", "H", "H", "H", "H", "H", "H", "H", "H", "H", "H", "H", "H", "H", "H", "H", "C", "C", "N", "C", "C", "S", "C", "C", "N", "H", "H", "H", "H", "H", "H", "H", "H", "H", "H", "H", "H", "H", "H", "C", "P", "C", "C", "C", "C", "C", "C", "C", "H", "H", "H", "H", "H", "H", "H", "H", "H", "H", "H"],
  "xyz": [[1.361537, -0.756080, -0.208449], [-0.648116, -7.510798, 3.638305], [-0.541001, -6.086672, 4.200284], [-1.903159, -5.697553, 4.776191], [0.491454, -6.072193, 5.334269], [-0.095793, -5.122330, 3.100858], [-0.758854, -3.933341, 2.820966], [-0.293612, -3.093726, 1.822923], [-1.192976, -1.450548, 1.448579], [-1.889477, -1.866023, -0.279607], [-3.026505, -2.653011, -0.357406], [-3.598885, -2.957945, -1.582084], [-2.996158, -2.408401, -2.711495], [-1.859447, -1.605742, -2.678593], [-1.259452, -1.343884, -1.421476], [-0.157756, -0.610666, -1.334344], [-1.283961, -1.015198, -3.969046], [-1.324191, 0.516948, -3.886936], [0.152846, -1.504718, -4.191944], [-2.100698, -1.412679, -5.202405], [-4.849205, -3.835392, -1.639268], [-6.004921, -3.124868, -0.922183], [-5.281036, -4.130138, -3.075116], [-4.569161, -5.171317, -0.937684], [0.847432, -3.397910, 1.061048], [1.220135, -2.575746, 0.084408], [1.533510, -4.597719, 1.319767], [1.032031, -5.406763, 2.339273], [2.790471, -5.092612, 0.583112], [3.226136, -4.250019, -0.620400], [3.962776, -5.124035, 1.575947], [2.537530, -6.516939, 0.056832], [-1.047993, -8.185542, 4.398645], [0.323426, -7.900054, 3.331922], [-1.310445, -7.540056, 2.771191], [-2.219182, -6.441177, 5.510153], [-2.668471, -5.647725, 3.998962], [-1.867458, -4.730941, 5.282437], [0.198343, -6.760895, 6.130402], [0.583396, -5.072113, 5.762675], [1.476082, -6.374232, 4.972137], [-1.648783, -3.646199, 3.363312], [-3.459666, -3.025427, 0.563593], [-3.435860, -2.617781, -3.673841], [-0.764738, 0.881999, -3.028451], [-2.359638, 0.858705, -3.796992], [-0.906507, 0.951951, -4.799098], [0.809853, -1.230942, -3.371734], [0.553257, -1.071704, -5.113946], [0.167814, -2.591798, -4.298672], [-3.139579, -1.082026, -5.133906], [-2.093050, -2.491681, -5.369906], [-1.659755, -0.939646, -6.082105], [-6.245297, -2.181659, -1.417431], [-5.750140, -2.902714, 0.115414], [-6.900024, -3.751842, -0.923265], [-5.533150, -3.217777, -3.619191], [-6.170018, -4.764009, -3.064487], [-4.501731, -4.655187, -3.631151], [-4.336321, -5.030141, 0.118679], [-3.722829, -5.682428, -1.400185], [-5.443439, -5.823853, -1.002339], [1.564881, -6.324214, 2.553726], [3.492835, -3.230605, -0.349752], [2.453229, -4.194988, -1.386619], [4.109027, -4.723902, -1.056833], [4.178608, -4.120622, 1.951144], [4.861742, -5.501543, 1.083300], [3.751633, -5.762878, 2.435203], [1.656836, -6.536713, -0.587541], [2.388859, -7.244016, 0.854756], [3.396683, -6.847602, -0.530960], [2.281470, 2.219138, 0.497239], [1.612364, 2.071304, 1.859932], [1.093461, 0.728570, 2.024563], [2.021826, -0.300421, 2.469986], [2.853242, -0.788186, 1.309182], [3.071035, -0.788705, -1.759165], [3.233727, 0.967659, -2.166026], [1.949246, 1.724542, -1.882332], [1.512918, 1.483663, -0.506295], [3.302716, 1.838466, 0.512204], [2.349104, 3.283541, 0.238672], [0.764478, 2.757537, 1.921547], [2.323099, 2.348796, 2.650576], [0.239862, 0.725547, 2.561980], [1.445210, -1.126285, 2.886606], [2.703360, 0.061329, 3.259740], [3.197021, -1.813935, 1.376403], [3.638517, -0.130135, 0.960974], [3.465163, 1.032666, -3.229712], [4.075454, 1.408337, -1.627286], [1.161539, 1.369451, -2.544073], [2.099041, 2.798169, -2.059710], [0.518321, 1.716750, -0.411993], [-2.361097, 3.290456, -1.569090], [-2.011780, 1.946973, -0.365658], [-3.656787, 1.133511, -0.324768], [-2.019311, 2.861442, 1.220324], [-1.619248, 4.193583, 1.316854], [-1.476948, 4.810690, 2.553929], [-1.731221, 4.104712, 3.719966], [-2.134461, 2.777368, 3.639471], [-2.273305, 2.162477, 2.404460], [-1.466180, 3.881207, -1.767503], [-3.163646, 3.952983, -1.238097], [-2.650574, 2.820918, -2.509315], [-4.443200, 1.839341, -0.050996], [-3.659827, 0.293243, 0.368727], [-3.856653, 0.719624, -1.315431], [-1.412852, 4.765085, 0.419922], [-1.168729, 5.847431, 2.603868], [-1.622025, 4.584873, 4.683561], [-2.343050, 2.217977, 4.543022], [-2.578198, 1.122159, 2.364463]],
  "forces_ev_per_a": [[-0.1, 0.3, -0.3], [0.0, 0.0, 0.0], [0.0, 0.0, 0.0], [0.0, 0.0, 0.0], [0.0, 0.0, 0.0], [0.0, 0.1, 0.0], [0.0, 0.0, 0.0], [0.0, 0.0, 0.0], [-0.1, -0.1, 0.1], [0.1, 0.0, -0.1], [0.0, 0.1, 0.0], [0.0, 0.0, 0.1], [0.0, 0.0, 0.0], [-0.1, -0.1, 0.0], [0.2, 0.1, -0.1], [-0.4, 0.0, -0.1], [0.0, 0.0, 0.0], [0.0, 0.0, 0.0], [0.0, 0.0, 0.0], [0.0, 0.0, 0.0], [0.0, 0.0, 0.0], [0.0, 0.0, 0.0], [0.0, 0.0, 0.0], [0.0, 0.0, 0.0], [0.1, 0.1, -0.3], [-0.2, -0.2, 0.3], [0.0, -0.2, 0.2], [0.1, 0.0, 0.0], [0.0, 0.0, 0.0], [0.0, 0.0, 0.0], [0.0, 0.0, 0.0], [0.0, 0.0, 0.0], [0.0, 0.0, 0.0], [0.0, 0.0, 0.0], [0.0, 0.0, 0.0], [0.0, 0.0, 0.0], [0.0, 0.0, 0.0], [0.0, 0.0, 0.0], [0.0, 0.0, 0.0], [0.0, 0.0, 0.0], [0.0, 0.0, 0.0], [0.0, 0.0, 0.0], [0.0, 0.0, 0.0], [0.0, 0.0, 0.0], [0.0, 0.0, 0.0], [0.0, 0.0, 0.0], [0.0, 0.0, 0.0], [0.0, 0.0, 0.0], [0.0, 0.0, 0.0], [0.0, 0.0, 0.0], [0.0, 0.0, 0.0], [0.0, 0.0, 0.0], [0.0, 0.0, 0.0], [0.0, 0.0, 0.0], [0.0, 0.0, 0.0], [0.0, 0.0, 0.0], [0.0, 0.0, 0.0], [0.0, 0.0, 0.0], [0.0, 0.0, 0.0], [0.0, 0.0, 0.0], [0.0, 0.0, 0.0], [0.0, 0.0, 0.0], [0.0, 0.0, 0.0], [0.0, -0.1, 0.0], [0.0, 0.0, 0.0], [0.0, 0.0, 0.0], [0.0, 0.0, 0.0], [0.0, 0.0, 0.0], [0.0, 0.0, 0.0], [0.0, 0.0, 0.0], [0.0, 0.0, 0.0], [0.0, 0.0, 0.0], [0.0, 0.2, -0.1], [0.0, 0.0, 0.0], [0.0, 0.0, 0.1], [0.1, 0.0, 0.0], [0.2, 0.0, 0.3], [0.3, -0.3, 0.0], [0.0, 0.1, -0.1], [0.1, 0.1, 0.0], [-0.2, 0.0, 0.2], [0.0, 0.0, 0.0], [0.0, 0.0, 0.0], [0.0, 0.0, 0.0], [0.0, 0.0, 0.0], [0.0, 0.0, 0.0], [0.0, 0.0, 0.0], [-0.1, 0.0, 0.0], [0.0, 0.0, -0.1], [0.0, 0.1, 0.0], [0.0, 0.0, 0.0], [0.0, 0.0, 0.0], [0.0, 0.0, 0.0], [0.0, 0.0, 0.0], [0.1, -0.2, -0.1], [-0.1, 0.1, 0.0], [0.0, 0.1, 0.0], [0.0, 0.0, 0.0], [0.0, -0.1, 0.0], [0.0, 0.0, 0.0], [0.0, 0.0, 0.0], [0.0, 0.0, 0.0], [0.0, 0.0, 0.0], [0.0, 0.0, 0.0], [0.0, 0.0, 0.0], [0.0, 0.0, 0.0], [0.0, 0.0, 0.0], [0.0, 0.0, 0.0], [0.0, 0.0, 0.0], [0.0, 0.0, 0.0], [0.0, 0.0, 0.0], [0.0, 0.0, 0.0], [0.0, 0.0, 0.0], [0.0, 0.0, 0.0], [0.0, 0.0, 0.0]],
  "relative_energy_ev": 1.825,
  "total_charge": 0,
  "lumo_ev": [-1.1182, -0.1843],
  "homo_lumo_gap_ev": [6.289, 7.084],
  "e_tot_ha": -6304.08224,
  "spin_multiplicity": 5
}


Record 3
{
  "formula": "C13H18Cl12N4O8",
  "method": "ωB97M-V/def2-TZVPD",
  "symbols": ["C", "Cl", "Cl", "Cl", "Cl", "C", "Cl", "Cl", "Cl", "Cl", "C", "Cl", "Cl", "Cl", "Cl", "C", "N", "O", "O", "H", "H", "H", "C", "N", "O", "O", "H", "H", "H", "C", "N", "O", "O", "H", "H", "H", "C", "N", "O", "O", "H", "H", "H", "C", "C", "C", "C", "C", "C", "H", "H", "H", "H", "H", "H"],
  "xyz": [[-3.822252, -4.137352, -0.187129], [-3.705325, -2.382935, 0.332165], [-2.719315, -5.141128, 0.830151], [-5.450277, -4.809927, -0.061323], [-3.288931, -4.218970, -1.912599], [-1.189891, -2.600770, -6.916020], [-0.488215, -1.927103, -5.452389], [-2.388908, -1.429001, -7.596171], [0.059595, -2.949234, -8.079101], [-2.098572, -4.029303, -6.474066], [-2.326874, 0.489426, 3.486179], [-1.566357, 0.788164, 1.885419], [-2.053005, 1.896745, 4.501382], [-4.108458, 0.341794, 3.279847], [-1.616570, -1.011515, 4.092384], [-1.980129, 2.392517, -1.715536], [-3.149732, 1.702748, -2.263190], [-4.093338, 2.353054, -2.753754], [-3.207162, 0.517618, -2.113708], [-1.121860, 2.247265, -2.371568], [-1.664111, 1.968960, -0.762214], [-2.207599, 3.454126, -1.618838], [4.001159, -2.755694, 2.292307], [2.617742, -2.841313, 2.857703], [1.642134, -2.555652, 2.136127], [2.515959, -3.240943, 4.014965], [4.665694, -3.192391, 3.037812], [4.280082, -1.721992, 2.087912], [3.929844, -3.317259, 1.360823], [0.535021, 4.020868, -0.146947], [2.003786, 4.283082, -0.063701], [2.834578, 3.498106, -0.582047], [2.234207, 5.297904, 0.540906], [0.151360, 3.754192, 0.837833], [0.460599, 3.162548, -0.814656], [0.069132, 4.919458, -0.551411], [1.731020, 1.820631, 4.560453], [3.003946, 1.421363, 3.925386], [4.054116, 1.982260, 4.267238], [2.972887, 0.496243, 3.112672], [1.252248, 2.480510, 3.836968], [2.054307, 2.321049, 5.473232], [1.184913, 0.932002, 4.877017], [1.237397, 0.461037, -2.065264], [0.252972, -0.356408, -2.577561], [-0.542070, -1.097930, -1.718551], [-0.215317, -1.255017, -0.436902], [0.790504, -0.420268, 0.068812], [1.510740, 0.474412, -0.720973], [1.807451, 1.009170, -2.800767], [-0.033457, -0.256803, -3.614117], [-1.348638, -1.624813, -2.206632], [-0.796131, -1.942378, 0.160244], [0.961353, -0.324398, 1.130891], [2.367747, 1.053246, -0.409694]],
  "forces_ev_per_a": [[0.5, -0.1, -0.1], [-0.3, -1.2, -0.2], [-0.4, 0.7, -0.5], [0.4, 0.6, 0.1], [-0.2, 0.1, 0.8], [-1.1, 0.4, -0.5], [0.3, 0.2, 0.3], [0.7, -0.2, 0.2], [0.0, 0.0, -0.1], [0.0, -0.5, 0.0], [-0.7, -0.1, -0.3], [-0.2, 0.2, -0.1], [0.3, -0.2, 0.2], [0.9, -0.2, -0.1], [-0.3, 0.5, 0.2], [0.9, 0.9, 0.1], [-3.0, 1.4, -0.4], [2.3, -0.4, 0.7], [0.7, -1.7, 0.1], [-0.3, 0.1, -0.4], [-0.6, -0.2, 0.0], [0.0, -0.2, -0.1], [-0.3, -0.2, -0.1], [-1.2, -0.1, 0.9], [1.5, -0.2, 0.7], [0.0, 0.7, -1.6], [-0.1, 0.0, -0.3], [-0.4, 0.0, 0.1], [0.3, 0.0, 0.1], [0.3, -1.1, -0.9], [0.5, -0.5, -0.1], [-1.7, 1.4, 1.0], [1.0, -0.1, -0.1], [0.2, 0.3, 0.0], [-0.3, 0.2, 0.0], [0.0, -0.2, 0.2], [0.7, 0.3, 0.8], [2.4, -0.6, 0.0], [-2.1, -0.7, -0.6], [-0.3, 0.6, 0.2], [-0.3, -0.2, 0.3], [-0.3, 0.4, -0.3], [-0.1, 0.1, -0.7], [1.7, 0.8, 0.0], [-0.9, 1.1, -0.5], [-1.2, -1.7, -1.5], [-0.6, -0.5, 0.7], [0.2, 0.4, 2.0], [0.9, 0.1, -2.3], [0.3, 0.4, 0.3], [0.2, -0.3, -0.2], [-0.3, -0.2, 0.4], [0.2, 0.1, 0.4], [0.0, -0.6, 0.2], [-0.2, 0.1, 0.6]],
  "total_charge": 1,
  "lumo_ev": [-3.9486, -8.2011],
  "homo_lumo_gap_ev": [9.446, 5.193],
  "e_tot_ha": -6848.62019,
  "spin_multiplicity": 2
}